*one*
C3H3IN2O | ωB97M-V with the def2-TZVPD basis set

```
10
Properties=species:S:1:pos:R:3:nbo_charge:R:1
C 0.7530 0.2353 0.3174 0.33
C -2.2996 -0.5239 -0.6782 0.06
C 2.1398 -0.2309 0.1937 -0.69
N -0.2139 0.9142 0.0500 -0.09
N -1.3174 1.5403 -0.0483 -0.09
O -2.3867 0.6804 -0.2623 -0.40
I -4.0575 -1.5160 -0.0586 0.13
H 2.2072 -1.1875 0.5645 0.25
H 2.2451 -0.3051 -0.8344 0.24
H 2.9300 0.3933 0.7563 0.27
```

Properties
2S+1 ... 3
Orbital gap (spin up / spin down) ... 0.2427 / 0.2430 Eh
<S²> ... 2.013


*two*
C3H3IN2O | ωB97M-V with the def2-TZVPD basis set

```
10
Properties=species:S:1:pos:R:3:nbo_charge:R:1
C 0.0281 0.4888 -0.7052 0.30
C 0.1482 -0.6616 2.6655 0.08
C -0.3464 1.2203 -1.8816 -0.72
N 0.0374 -0.4649 -0.0578 -0.08
N 0.5120 -1.4615 0.5055 -0.09
O 0.5805 -1.5489 1.8563 -0.39
I 0.4304 -1.5691 4.5592 0.14
H 0.3514 0.7391 -2.6803 0.27
H -1.4413 0.9409 -2.2935 0.23
H -0.3004 2.3170 -1.9681 0.27
```

Properties
2S+1 ... 3
Orbital gap (spin up / spin down) ... 0.2485 / 0.2325 Eh
<S²> ... 2.023


The structure with the least stability is *two*.


*one*
C9H14ClN | ωB97M-V with the def2-TZVPD basis set

```
25
Properties=species:S:1:pos:R:3:nbo_charge:R:1
C -4.1270 1.6292 0.6557 -0.13
C -3.5743 0.5685 0.5181 -0.08
C 2.2203 -1.3858 0.6761 -0.41
C 2.3748 -0.2362 -0.3768 -0.39
C 0.6529 -1.6288 0.8293 -0.41
C 1.0941 0.5998 -0.2868 -0.24
C -0.0506 -0.4375 -0.0315 -0.08
C 0.9957 1.5278 -1.4762 -0.62
C -2.6910 -0.4691 0.4336 -0.08
N -1.0598 0.2045 0.7851 -0.57
Cl -2.7838 -1.1387 -1.3143 -0.09
H -4.6854 2.4224 0.7585 0.21
H 2.5941 -2.3113 0.4699 0.20
H 2.7105 -1.0460 1.5880 0.20
H 3.3218 0.3525 -0.1890 0.21
H 2.5381 -0.6306 -1.4278 0.20
H 0.3691 -2.6542 0.4760 0.21
H 0.4520 -1.5217 1.9477 0.22
H 1.0728 1.3326 0.4702 0.21
H -0.5276 -0.8311 -0.9452 0.21
H 0.7342 1.2460 -2.5220 0.22
H 1.8999 2.1504 -1.5330 0.21
H 0.3976 2.4118 -1.1828 0.20
H -2.7366 -1.3366 1.0852 0.24
H -1.1920 1.1820 0.5919 0.36
```

Properties
Orbital gap ... 0.3666 Eh


*two*
C9H14ClN | ωB97M-V with the def2-TZVPD basis set

```
25
Properties=species:S:1:pos:R:3:nbo_charge:R:1
C -2.2376 0.0508 -0.0585 -0.31
C -1.4454 -0.1757 -2.1991 -0.16
C -2.5609 -0.0726 -1.3738 -0.11
C -0.4832 -0.0028 -0.1639 0.22
C 1.3580 1.3341 0.8639 -0.60
C 1.3295 -1.1794 1.0769 -0.59
C -0.3464 0.2065 2.2787 -0.58
C 0.9736 -0.2395 -2.1491 -0.40
C 0.4631 0.0869 0.9827 -0.13
N -0.3005 -0.1317 -1.4763 -0.32
Cl -4.1669 -0.0942 -2.0170 0.00
H -2.7971 0.1558 0.8383 0.23
H -1.4338 -0.3035 -3.2604 0.21
H 1.8524 1.5222 1.8128 0.21
H 2.1327 1.2143 0.1109 0.20
H 0.7549 2.2029 0.6116 0.22
H 0.6958 -2.0554 1.1798 0.22
H 1.9600 -1.3045 0.2049 0.20
H 1.9733 -1.1169 1.9480 0.21
H -0.9478 1.1103 2.2645 0.22
H -1.0052 -0.6494 2.3987 0.22
H 0.3262 0.2485 3.1327 0.21
H 1.4089 -1.2287 -1.9967 0.21
H 0.8238 -0.0924 -3.2168 0.22
H 1.6725 0.5147 -1.7929 0.21
```

Properties
Orbital gap ... 0.2953 Eh


The structure with the least stability is *one*.


*one*
C13H40N2O9P2RuSi4 | ωB97M-V with the def2-TZVPD basis set

```
71
Properties=species:S:1:pos:R:3:mulliken_spin:R:1
Ru -0.5867 -0.4850 0.2549 1.04
C -3.8816 -3.1775 2.4764 0.00
C -3.5812 -1.8093 1.8705 0.00
O -4.6624 -0.8879 2.0672 0.00
P -2.2311 -0.9680 2.7467 0.03
O -2.6539 -0.9487 4.2710 0.00
O -0.9719 -1.9280 2.7941 0.02
O -1.7743 0.3379 2.1741 0.02
P -3.2138 -1.9499 0.0581 0.00
O -1.8437 -2.8376 0.1522 0.00
O -4.2807 -2.7067 -0.6101 0.01
O -2.7267 -0.5770 -0.4023 0.04
H -4.1619 -3.0786 3.5242 0.00
H -3.0286 -3.8517 2.3889 0.00
H -4.7085 -3.6243 1.9248 0.00
H -5.3625 -1.0867 1.4304 0.00
H -3.4586 -0.4435 4.4583 0.00
H -1.0365 -2.7148 3.3509 0.00
H -1.9251 -3.6253 -0.4039 0.00
C -2.7627 -0.1637 -3.5764 0.00
O -2.7249 1.0096 -2.7258 0.00
C -1.7183 1.0865 -1.9091 -0.01
O -0.7526 0.3255 -1.8710 0.02
N -1.7545 2.2308 -1.1500 0.00
N -0.7806 2.4398 -0.1446 0.00
H -3.6442 -0.0362 -4.1925 0.00
H -2.8513 -1.0555 -2.9609 0.00
H -1.8662 -0.2114 -4.1885 0.00
H -2.6646 2.6586 -1.0486 0.00
H -1.1206 2.1428 0.7777 0.00
H -0.5419 3.4301 -0.1307 0.00
C 1.0558 3.3213 2.4119 0.00
Si 1.9454 1.7439 1.9350 0.01
C 3.7515 2.0290 1.6595 0.00
C 1.6311 0.4015 3.1666 0.02
Si 0.8567 1.1964 -0.0950 -0.14
Si 2.0154 1.9069 -2.0592 -0.01
C 1.2168 3.5603 -2.3927 0.00
C 3.8247 2.1618 -1.7898 0.00
C 1.7652 0.7867 -3.5247 0.00
Si 1.1230 -1.9967 -0.4588 -0.06
C 1.2969 -3.3585 0.7799 0.01
C 2.8621 -1.3917 -0.7438 -0.01
C 0.4767 -2.5998 -2.0972 0.01
H 1.4615 3.7680 3.3246 0.00
H -0.0033 3.1098 2.5945 0.00
H 1.1315 4.0720 1.6192 0.00
H 4.2055 2.3793 2.5921 0.00
H 3.9314 2.7846 0.8998 0.00
H 4.2680 1.1143 1.3590 0.00
H 1.9184 0.7347 4.1684 0.00
H 2.1911 -0.5075 2.9317 0.00
H 0.5702 0.1531 3.1917 -0.01
H 1.4007 4.2645 -1.5748 0.00
H 0.1344 3.4712 -2.5263 0.00
H 1.6300 3.9984 -3.3054 0.00
H 4.0260 2.9991 -1.1241 0.00
H 4.2480 2.4014 -2.7706 0.00
H 4.3425 1.2843 -1.3992 0.00
H 0.8228 0.2499 -3.4682 0.00
H 2.5669 0.0498 -3.6077 0.00
H 1.7647 1.3915 -4.4365 0.00
H 1.8250 -3.0030 1.6693 0.00
H 1.8971 -4.1576 0.3317 0.00
H 0.3414 -3.7749 1.0972 0.00
H 3.3252 -0.9978 0.1678 0.01
H 2.9166 -0.6254 -1.5181 0.01
H 3.4711 -2.2382 -1.0812 0.00
H -0.5582 -2.3089 -2.2802 0.00
H 0.5421 -3.6903 -2.1482 0.00
H 1.0802 -2.1776 -2.9042 0.00
```

Properties
Charge ... +1
2S+1 ... 2
Orbital gap (spin up / spin down) ... 0.2656 / 0.2661 Eh
<S²> ... 0.765


*two*
C13H40N2O9P2RuSi4 | ωB97M-V with the def2-TZVPD basis set

```
71
Properties=species:S:1:pos:R:3:mulliken_spin:R:1
Ru 0.3859 0.8339 0.3131 0.70
C 3.9094 0.0193 3.2113 0.00
C 2.7646 -0.5274 2.3843 0.00
O 2.5747 -1.9192 2.5677 0.00
P 1.1520 0.0991 2.9792 0.00
O 1.1693 -0.1143 4.5603 0.00
O 1.1263 1.7025 2.9011 0.00
O -0.0790 -0.4515 2.3769 0.03
P 3.0478 -0.2306 0.5679 0.00
O 2.8070 1.4372 0.5549 -0.01
O 4.4395 -0.5421 0.2275 0.00
O 1.9087 -0.8228 -0.2022 0.03
H 3.8394 -0.3381 4.2371 0.00
H 3.8972 1.1073 3.2003 0.00
H 4.8524 -0.3131 2.7811 0.00
H 3.2597 -2.3925 2.0696 0.00
H 1.1556 -1.0412 4.7967 0.00
H 1.6253 2.1399 3.5951 0.00
H 3.5560 1.8268 0.0923 0.00
C 0.0484 -0.9996 -4.7015 0.00
O -0.4160 -1.6941 -3.5471 0.00
C -0.4067 -1.0461 -2.3855 0.00
O -0.0300 0.0998 -2.2202 0.01
N -0.9894 -1.8191 -1.4258 0.00
N -0.8103 -1.4604 -0.0797 0.01
H -0.1780 -1.6555 -5.5383 0.00
H 1.1226 -0.8307 -4.6326 0.00
H -0.4649 -0.0434 -4.7965 0.00
H -1.0598 -2.8074 -1.6561 0.00
H 0.0731 -1.8250 0.2929 0.00
H -1.5779 -1.8079 0.4880 0.00
C -3.8534 0.4437 2.1330 0.00
Si -3.0284 2.1541 2.2516 0.01
C -4.2066 3.6378 2.0514 0.00
C -1.9166 2.3081 3.7828 0.00
Si -1.6118 2.0319 -0.0256 0.12
Si -3.1713 2.1594 -1.8657 0.00
C -4.4470 3.5877 -1.8855 0.00
C -4.0789 0.4726 -1.8447 0.01
C -2.0529 2.2820 -3.4141 0.00
Si -0.0272 4.1843 -0.1771 0.08
C -1.1736 5.6580 -0.5902 0.02
C 1.0552 4.5621 1.3467 0.00
C 1.0231 3.6414 -1.6752 0.00
H -4.4996 0.2496 2.9861 0.00
H -3.0844 -0.3245 2.1149 0.00
H -4.4549 0.3477 1.2344 0.00
H -4.8821 3.7089 2.8995 0.00
H -4.8130 3.5399 1.1586 0.00
H -3.6654 4.5757 1.9840 0.00
H -2.4932 2.2567 4.7036 0.00
H -1.3625 3.2413 3.7912 0.00
H -1.2034 1.4894 3.7964 0.00
H -5.1312 3.5217 -1.0468 0.00
H -5.0473 3.5621 -2.7904 0.00
H -3.9657 4.5590 -1.8417 0.00
H -4.8544 0.4430 -1.0862 0.00
H -3.3746 -0.3267 -1.6344 0.00
H -4.5535 0.2487 -2.7949 0.00
H -1.8273 3.3105 -3.6780 0.00
H -2.5087 1.8159 -4.2837 0.00
H -1.1132 1.7745 -3.2190 0.00
H -1.8939 5.8556 0.1962 0.00
H -1.7271 5.4807 -1.5056 0.00
H -0.5964 6.5663 -0.7348 0.00
H 0.4629 4.7342 2.2402 0.00
H 1.6613 5.4495 1.1813 0.00
H 1.7288 3.7310 1.5350 0.00
H 0.4723 3.7606 -2.6034 0.00
H 1.2912 2.5777 -1.5831 0.00
H 1.9409 4.2181 -1.7654 0.00
```

Properties
Charge ... +1
2S+1 ... 2
Orbital gap (spin up / spin down) ... 0.2185 / 0.2113 Eh
<S²> ... 0.789


The structure with the least stability is *two*.